1.
Below is a molecular structure, C20H54CsF3O10 in a non-equilibrium geometry, with properties calculated with ωB97M-V/def2-TZVPD.

Element x y z (Å)
C  1.85598  -1.26722  10.14553
H  -3.56578  -8.95623  7.23737
H  -2.27070  -2.88816  8.46704
H  -4.06235  -7.02702  14.36329
H  1.32076  -1.28332  9.18811
H  -5.16270  -6.08960  6.57242
H  -0.14079  -2.97157  16.20467
H  2.78599  -5.60767  12.27492
H  -0.62109  -3.74037  6.61978
H  2.39987  -3.35320  10.19203
H  -3.11836  -4.62396  6.68423
H  1.06927  -5.56156  12.31607
C  -2.71613  -5.25015  10.78459
H  -5.85921  -10.71355  10.93067
H  -7.76286  -2.50671  13.11794
O  -9.70403  -3.22530  13.23842
H  -1.15485  -9.13538  6.68807
O  0.47672  -3.10200  10.96770
H  -3.75335  -9.16203  10.15778
H  -9.65956  -2.68146  14.02758
O  0.15418  -2.55554  13.59546
F  -4.78322  -4.05183  10.82236
H  -1.04308  -1.62696  8.81256
H  -1.61137  -3.40132  14.24955
O  -4.13897  -9.57825  10.95030
C  -3.31726  -6.22995  14.31859
H  -0.38779  -4.52898  13.59212
C  -1.42073  -2.32593  8.07117
H  -4.63258  -5.21469  12.94082
Cs  -1.36670  -8.47709  12.36377
H  -1.81009  -1.74937  7.22600
H  2.87279  -0.94451  9.91519
O  -2.60221  -8.38237  8.95507
H  -7.07373  -4.50311  13.82737
C  -6.22344  -8.85186  11.96977
C  -3.55822  -5.33299  13.11793
C  -7.67062  -4.60243  12.91910
H  -4.62714  -4.56971  4.31501
H  -3.47202  -5.65511  15.23825
H  2.71185  -6.99600  10.14434
C  1.87047  -6.39295  10.48418
H  1.37362  -0.49900  10.75052
H  2.30229  -2.63393  11.74905
C  -0.54245  -3.63123  14.21199
C  -4.54593  -4.38719  5.38222
H  -7.03207  -4.80780  12.05648
H  -5.82236  -7.83752  11.94437
H  1.94160  -7.17873  12.45006
H  -8.29981  -5.48145  13.05513
H  -3.40908  -7.21238  7.47404
H  -6.05451  -9.31491  12.93969
C  1.90015  -6.18833  11.99279
H  -3.25886  -4.30700  13.36940
H  -1.73194  -7.69542  5.76830
C  1.79886  -2.64535  10.77704
H  -2.29757  -6.60686  14.38848
C  -5.57686  -5.14961  6.21159
H  1.93237  -5.42110  9.98441
C  -5.57149  -9.66313  10.85297
H  0.58077  -2.72310  7.48631
H  -5.86359  -9.26038  9.88091
H  -0.88781  -7.48554  7.26955
H  -6.48402  -5.35792  5.63886
C  -2.88320  -8.17005  7.55531
H  1.09681  -4.06959  15.51259
H  -2.37976  -4.20298  11.00943
H  -0.84032  -4.85274  8.67719
H  -2.10763  -7.58894  9.25512
O  0.65998  -7.02334  10.09222
H  0.09302  -2.74067  12.64014
H  -7.29569  -8.77711  11.77167
H  -0.07617  -6.38022  10.05640
F  -3.89679  -4.54506  8.89407
C  -4.08420  -5.00243  10.15311
C  -0.35325  -3.28188  7.57030
C  -8.39078  -3.26968  12.65846
O  -2.82177  -5.89403  12.06165
O  -0.04817  -4.29852  8.54508
H  -5.90139  -4.56523  7.07346
F  -4.86879  -6.09854  10.08193
H  -4.63515  -3.31387  5.57646
H  0.10132  -3.46107  10.14000
H  -8.50500  -3.11320  11.58939
O  -1.86107  -5.93092  10.04280
C  -1.59509  -8.14300  6.75426
C  0.03329  -3.86192  15.59974
O  -3.20114  -4.77077  5.73532
H  -0.47712  -4.69476  16.09029

Computed properties:
* ΔE to the lowest compared entry with this formula, charge and spin: 0.0 kJ/mol

2.
Below is a molecular structure, C23H11BiCl5F10N3O, with properties calculated with ωB97M-V/def2-TZVPD.

Element x y z (Å)
Bi  0.09394  -0.20033  -1.59127
C  0.59378  4.06779  0.19112
N  0.93520  1.92631  -1.04189
O  0.28894  -2.46982  -1.86333
Cl  -4.52574  -4.05935  -1.65863
F  -0.33516  2.75211  3.87137
C  -2.84622  -4.26968  -1.35854
Cl  -2.50925  -1.87159  -2.56957
C  -0.13211  -4.59264  -0.90617
C  -2.08354  0.12543  1.28852
H  4.08695  0.78247  -1.34317
C  -2.39110  -5.42531  -0.73022
N  2.39025  -0.46319  -1.13955
F  0.20642  6.05052  1.37883
C  -1.94492  -3.28766  -1.74515
F  1.19799  1.18420  2.35324
N  0.02516  -0.68800  0.48782
C  0.16566  2.90702  -0.47957
C  -0.13638  1.06135  2.24803
C  -0.28422  4.97531  0.76272
C  -1.65199  4.79255  0.70171
C  -2.88005  0.95349  2.05521
C  3.01734  0.81443  -1.57208
H  2.82826  -1.46597  -2.94471
C  3.01360  -1.58241  -1.87738
H  1.22340  -2.38317  0.56098
C  -0.91473  1.88909  3.03719
H  1.33056  -1.36798  1.99159
C  -2.29326  1.84120  2.94155
F  -2.49231  5.67066  1.25361
C  -1.23359  2.79219  -0.52641
C  -2.12499  3.67236  0.04188
F  -4.20476  0.89665  1.95193
H  2.71527  2.12873  0.10254
C  1.26003  -1.34821  0.90252
F  -1.75592  1.69396  -1.15099
H  2.57628  -2.52100  -1.55602
C  -0.68626  0.14902  1.34718
C  2.37791  2.03151  -0.93427
C  -0.56049  -3.39610  -1.51518
F  1.90526  4.36019  0.31079
H  4.09161  -1.57459  -1.69706
F  -2.67689  -0.70463  0.42425
F  -3.04658  2.64586  3.68608
H  2.77101  2.90732  -1.46059
Cl  -3.50008  -6.64543  -0.23882
H  2.62964  0.29865  0.80262
Cl  -0.43849  -7.01582  0.23545
H  3.39871  -1.26791  0.53189
F  -3.43483  3.43875  -0.03892
C  2.50511  -0.67016  0.33417
H  2.91147  0.86041  -2.65906
C  -1.02279  -5.58350  -0.51676
Cl  1.56689  -4.81507  -0.67948

Computed properties:
* ΔE to the lowest compared entry with this formula, charge and spin: 0.0 kJ/mol

3.
Below is a single C4H7NO molecule in a non-equilibrium geometry, with properties calculated with ωB97M-V/def2-TZVPD.

Element x y z (Å)
O  -0.09287  -2.20527  0.77548
C  0.18722  -0.60555  -1.23451
H  -0.88828  -0.82852  1.96610
H  -0.22803  -0.19923  -2.14382
C  0.02866  0.07949  0.07980
C  -0.43326  1.50088  0.37143
H  1.96782  -0.69353  -0.24913
H  -1.43447  1.75567  -0.00002
N  1.38380  -0.02598  -0.74096
H  -0.42404  1.73053  1.44810
H  0.28202  2.17203  -0.10530
C  -0.32693  -1.04088  1.03581
H  0.08038  -1.66125  -0.99357

Computed properties:
* structure (SMILES): C[C@@]1(C=O)CN1
* ΔE to the lowest compared entry with this formula, charge and spin: 248.8 kJ/mol

Gap between HOMO and LUMO: 8.66, 7.57, 10.58 (eV)